C22H32Cl2N3O3SV | ωB97M-V with the def2-TZVPD basis set

Properties
Largest force on an atom   0.153 hartree/bohr
Net charge   -1
LUMO level (spin up / spin down)   0.0935 / 0.0929 hartree
Gap between HOMO and LUMO (spin up / spin down)   0.1539 / 0.1817 Ha
Energy   -3510.1030 Eh
HOMO level (spin up / spin down)   -1.64 / -2.41 eV
Spin multiplicity   4
Molecular weight   540.4 g mol⁻¹

Geometry (Å):
O 0.19110 0.05740 -1.86450
C -0.76290 0.30980 -2.85610
C -0.47670 1.60300 -3.58350
C 0.38630 2.55300 -3.04830
H 0.88030 2.32460 -2.11570
C 0.61830 3.75490 -3.70150
H 1.28390 4.48860 -3.26250
C -0.00180 4.02060 -4.91510
H 0.17630 4.95760 -5.42730
C -0.84850 3.06940 -5.47030
H -1.33000 3.26210 -6.42060
C -1.08300 1.87400 -4.80650
H -1.74750 1.13610 -5.23930
H -0.74670 -0.48960 -3.60530
C -2.57290 -1.12160 -1.87200
C -2.13380 0.27000 -2.19380
H -3.65280 -1.23570 -1.82580
H -2.14500 -1.44450 -0.92460
H -2.19880 -1.81700 -2.62740
C -2.81370 1.38360 -1.91200
C -4.13440 1.50060 -1.22950
H -2.38260 2.32840 -2.22550
H -4.89770 1.96610 -1.84690
H -4.04850 2.09110 -0.31390
H -4.50740 0.51990 -0.92260
V 0.00000 0.00000 0.00000
Cl 0.59060 2.20820 0.40770
Cl -2.26990 0.44880 0.12390
H 4.62230 1.35550 -2.76760
H 4.95710 1.69200 -0.08380
C 3.57660 1.36040 -2.46380
C 3.87830 1.54970 -0.02380
N 3.43130 0.75780 -1.15630
H 2.99550 0.80890 -3.19760
C 2.71920 -0.34760 -0.98880
O 2.02910 -0.62120 0.00870
H 3.60890 1.04960 0.89760
H 2.80270 -1.05740 -1.82260
H 3.22080 2.39040 -2.43360
H 3.38120 2.51610 -0.04730
H -0.59480 -5.34520 0.60930
H 1.29840 -5.73920 -1.32440
C -1.03140 -4.76780 -0.20630
C 0.77540 -4.96570 -1.88600
N 0.00640 -4.13080 -0.98850
H -1.69380 -4.01420 0.20610
C 0.18400 -2.81020 -0.94170
O -0.38740 -2.06870 -0.12420
H 1.49640 -4.34880 -2.40870
H 0.85890 -2.40360 -1.69300
H -1.62460 -5.43150 -0.83350
H 0.11760 -5.44770 -2.61080
S 0.00020 -0.46150 2.40190
C -0.47900 0.87790 3.18880
N -1.77070 0.98860 3.61530
C -2.17850 2.03840 4.37980
C -1.27150 3.03390 4.74780
C 0.05680 2.93830 4.32540
C 0.46060 1.85210 3.54880
H -2.46380 0.24250 3.38070
H -3.20430 2.09340 4.72030
H -1.58910 3.86250 5.36660
H 0.77250 3.69650 4.61380
H 1.49720 1.76700 3.24680